[1]
A 3-piece molecular cluster, C22H50BBrN3O13P2 overall. Source: OMol25; level of theory: ωB97M-V/def2-TZVPD.

Output
Spin multiplicity: 1
Net charge: -1
Calculated total energy (eV): -144011.1190

Atoms and positions in Å:
C 4.593 -4.890 1.523
O 3.558 -5.854 1.379
C 2.369 -5.464 2.042
C 1.658 -4.247 1.410
C 1.590 -4.292 -0.134
B 1.233 -2.829 -0.769
O -0.169 -2.357 -0.583
C 0.007 -0.999 -0.886
C -1.225 -0.110 -0.781
C -2.295 -0.629 0.178
C -3.460 0.385 0.335
C -4.810 -0.165 -0.186
N -5.590 -0.721 0.937
C -6.991 -0.797 0.689
N -7.571 -1.341 -0.305
N -7.787 -0.243 1.690
C 1.265 -0.679 -0.025
Br 0.744 -0.856 1.967
C 1.869 0.710 -0.057
C 2.264 1.176 -1.476
C 3.419 2.200 -1.369
C 3.205 3.258 -0.280
O 4.074 2.965 0.846
C 3.660 3.547 1.984
O 3.163 4.646 2.057
O 2.113 -1.683 -0.329
H 5.453 -5.356 2.014
H 4.849 -4.535 0.523
H 4.283 -4.035 2.126
H 1.688 -6.309 2.177
H 2.659 -5.151 3.063
H 0.634 -4.155 1.777
H 2.259 -3.376 1.676
H 0.853 -5.037 -0.463
H 2.556 -4.623 -0.530
H 1.284 -3.062 -1.995
H 0.433 -1.002 -1.912
H -0.890 0.893 -0.491
H -1.685 -0.035 -1.773
H -1.900 -0.813 1.175
H -2.645 -1.591 -0.206
H -3.245 1.327 -0.176
H -3.602 0.591 1.397
H -5.371 0.545 -0.790
H -4.545 -1.009 -0.841
H -5.222 -1.617 1.226
H -6.847 -1.716 -0.916
H -8.571 0.254 1.296
H -7.242 0.328 2.318
H 2.773 0.716 0.555
H 1.133 1.407 0.343
H 1.430 1.705 -1.951
H 2.548 0.349 -2.127
H 4.340 1.656 -1.139
H 3.572 2.727 -2.314
H 3.514 4.227 -0.676
H 2.167 3.350 0.033
H 3.817 2.944 2.892
C -7.857 1.534 -2.378
O -8.212 2.731 -3.065
P -7.744 4.223 -2.561
O -6.717 3.958 -1.524
O -9.211 4.593 -1.976
C -9.735 3.851 -0.887
O -7.434 5.827 -2.870
C -8.078 6.429 -4.010
H -7.414 0.836 -3.089
H -7.164 1.680 -1.557
H -8.774 1.087 -1.993
H -8.946 3.516 -0.214
H -10.302 2.993 -1.255
H -10.416 4.500 -0.339
H -9.165 6.380 -3.910
H -7.771 5.934 -4.932
H -7.774 7.472 -4.054
C 6.287 0.354 1.867
O 7.516 0.117 1.182
P 8.066 -1.396 0.831
O 6.908 -2.273 1.122
O 9.180 -1.330 2.016
C 8.759 -1.223 3.364
O 9.036 -2.468 0.000
C 10.193 -1.941 -0.676
H 5.693 1.060 1.288
H 5.697 -0.541 2.039
H 6.532 0.816 2.826
H 7.813 -1.739 3.531
H 8.665 -0.172 3.647
H 9.526 -1.677 3.990
H 10.870 -1.462 0.034
H 9.898 -1.225 -1.445
H 10.709 -2.772 -1.152

[2]
A 5-piece molecular cluster, C22H50BI2N3O9S overall. Source: OMol25; level of theory: ωB97M-V/def2-TZVPD.

Output
Spin multiplicity: 1
Calculated total energy (eV): -74231.7349

Atoms and positions in Å:
C 1.613 2.510 3.700
C 0.594 3.162 2.630
C 0.940 2.819 1.104
C 0.646 1.301 0.662
C 2.083 0.541 0.558
N -0.327 0.571 1.537
S 0.310 -0.799 2.453
C -1.629 0.888 1.614
N -2.543 0.147 2.478
C -2.439 0.563 3.894
O -2.519 -0.355 4.787
O -2.216 1.849 4.320
N -2.195 2.009 0.839
O -2.176 1.717 -0.522
B -1.920 2.956 -1.266
O -2.297 4.266 -0.814
O -1.204 2.862 -2.518
C -3.659 2.171 1.142
I -5.178 0.784 0.350
C -4.168 3.243 1.931
C -5.759 3.345 2.218
I -2.849 4.788 2.775
H 1.517 1.379 3.802
H 1.296 2.944 4.724
H 2.701 2.867 3.556
H 0.729 4.306 2.741
H -0.485 2.949 2.942
H 2.081 2.972 0.989
H 0.467 3.542 0.340
H 0.262 1.331 -0.428
H 2.670 0.575 1.532
H 1.979 -0.510 0.119
H 2.683 1.145 -0.223
H -0.244 -1.921 1.844
H -2.484 -0.871 2.351
H -1.715 4.464 -0.032
H -0.687 3.702 -2.589
H -5.989 4.185 2.950
H -6.364 3.388 1.248
H -6.033 2.363 2.757
C 6.534 -1.132 0.100
C 5.374 -1.931 -0.473
C 5.718 -2.504 -1.839
O 4.228 -1.089 -0.587
H 6.782 -0.285 -0.548
H 6.269 -0.717 1.076
H 7.425 -1.755 0.215
H 5.114 -2.744 0.212
H 5.937 -1.706 -2.554
H 4.872 -3.066 -2.243
H 6.584 -3.169 -1.782
H 4.448 -0.367 -1.191
C -4.967 3.529 -4.246
C -6.230 3.657 -3.407
C -6.003 4.554 -2.199
O -6.640 2.365 -2.968
H -4.156 3.080 -3.663
H -5.141 2.873 -5.103
H -4.636 4.504 -4.612
H -7.038 4.064 -4.021
H -5.227 4.140 -1.546
H -6.915 4.627 -1.600
H -5.703 5.559 -2.504
H -5.930 1.998 -2.425
C 0.194 -5.440 5.531
C -0.326 -4.457 4.495
C -1.179 -5.155 3.448
O 0.776 -3.812 3.857
H 0.825 -6.203 5.064
H 0.814 -4.926 6.271
H -0.628 -5.938 6.050
H -0.915 -3.679 4.989
H -0.595 -5.909 2.908
H -1.537 -4.439 2.703
H -2.042 -5.645 3.905
H 1.305 -4.491 3.416
C 4.254 -4.837 -5.015
C 3.761 -3.406 -5.158
C 3.245 -3.136 -6.563
O 4.827 -2.505 -4.863
H 5.083 -5.035 -5.702
H 4.632 -5.013 -4.004
H 3.454 -5.553 -5.218
H 2.965 -3.216 -4.432
H 4.039 -3.276 -7.304
H 2.905 -2.101 -6.655
H 2.415 -3.801 -6.813
H 5.536 -2.663 -5.500